(1)
A 8-piece molecular cluster, C25H32Cl14O7P2S2 overall at a distorted geometry. Source: OMol25; level of theory: ωB97M-V/def2-TZVPD.

Last column: Mulliken charge in e.
Positions of all 82 atoms, in Å:
Cl (-2.166, -0.753, 4.163)  -0.128
Cl (-9.867, -2.063, -2.114)  -0.136
H (-9.670, -0.430, 3.098)  -0.132
Cl (7.465, 1.946, 4.392)  -0.150
O (2.186, -2.798, 1.735)  -0.587
H (6.481, -1.984, 0.631)  0.401
H (5.220, 1.611, 2.540)  0.349
H (-7.514, 0.304, -0.982)  -0.102
H (-2.250, -4.714, 0.207)  0.395
H (4.283, 5.689, -7.590)  0.274
C (-10.104, -0.948, 3.946)  0.189
H (-3.867, 0.574, 1.957)  0.551
C (4.620, -0.882, -1.539)  -1.183
H (-3.389, -2.815, -0.786)  0.208
P (4.061, 1.458, -4.640)  0.922
C (0.334, -2.520, 0.276)  0.921
H (0.141, -4.573, 0.919)  0.524
Cl (-7.886, -0.114, 1.303)  -0.172
C (2.658, 0.455, -1.717)  -0.475
O (2.512, 1.068, -4.711)  -0.471
S (5.986, -3.826, -1.558)  -0.395
C (-0.338, -3.711, 0.456)  -0.960
H (3.171, -4.442, 0.160)  0.382
H (-2.657, 2.797, 1.931)  0.405
C (6.391, 2.046, 5.795)  -0.263
H (6.743, 2.842, 6.442)  0.307
C (-1.664, -3.803, 0.072)  -0.846
H (-1.089, 1.900, 1.883)  0.123
H (-2.147, 1.676, 3.253)  0.368
Cl (3.061, 7.350, -6.455)  -0.157
O (4.080, -4.466, 0.486)  -0.494
O (5.990, -2.688, 1.086)  -0.515
H (-3.331, -0.838, -1.810)  0.581
H (-0.069, -1.753, 3.893)  0.085
O (4.866, 0.773, -5.660)  -0.692
H (-6.175, 0.896, 0.032)  0.162
Cl (0.387, 0.538, 3.705)  -0.146
H (-11.522, -0.480, -2.656)  0.321
C (4.005, 0.225, -2.074)  0.392
C (-0.421, -0.860, 4.400)  -0.166
H (2.342, 0.934, -5.660)  0.356
C (-1.655, -1.527, -0.683)  0.611
H (5.043, 2.047, -2.475)  0.474
C (-10.693, -0.509, -1.958)  -0.254
Cl (4.519, 0.319, 0.675)  0.121
H (-10.518, -1.900, 3.631)  0.282
Cl (-11.404, 0.046, 4.615)  -0.162
Cl (5.915, 6.750, -6.264)  -0.166
H (5.915, -0.021, 2.574)  0.256
C (-2.869, 0.663, 1.497)  0.046
C (2.623, -1.505, -0.272)  1.214
C (1.984, -0.376, -0.857)  0.349
H (-11.057, -0.406, -0.942)  0.235
H (-2.329, -0.255, 1.741)  -0.186
H (4.091, 5.318, -5.864)  -0.034
C (4.827, 1.102, -3.008)  -1.128
C (4.302, 6.098, -6.586)  0.095
C (-0.304, -1.403, -0.302)  0.517
H (5.654, -1.100, -1.810)  0.288
Cl (-5.955, -1.385, -0.484)  -0.148
O (0.081, 0.992, -0.380)  -0.570
Cl (-8.834, -1.246, 5.138)  -0.146
H (6.418, 1.099, 6.323)  0.257
C (1.795, -2.326, 0.687)  -0.777
Cl (3.734, 0.003, 3.415)  -0.098
H (2.111, 1.302, -2.137)  0.668
C (-2.143, 1.855, 2.173)  -1.105
C (-2.454, -0.385, -1.330)  -0.707
H (-0.190, -0.919, 5.458)  0.394
H (5.105, 3.318, -4.516)  0.354
C (-2.341, -2.732, -0.500)  -0.808
P (4.942, -3.221, -0.032)  0.650
C (5.021, 0.559, 2.369)  -0.484
Cl (4.719, 2.389, 5.330)  -0.116
C (3.945, -1.792, -0.613)  0.039
C (0.514, -0.132, -0.502)  -0.227
C (-6.873, 0.081, -0.136)  0.250
H (-1.827, 0.077, -2.106)  0.411
Cl (-9.605, 0.840, -2.310)  -0.163
S (-3.114, 0.970, -0.275)  -0.307
O (4.256, 3.064, -4.907)  -0.407
H (5.794, 0.622, -3.190)  0.437

Atoms 1-2, force components in eV/Å:
-0.130 -0.475 0.635
-0.038 -0.009 0.035

The total charge is 0. For the HOMO energy, the calculation gives -8.3 eV. As for the total energy: -256341.455 eV. The SMILES is CCSCc1cccc2c1C(=O)c1cc(CP(=O)(O)O)cc(P(O)(O)=S)c1C2=O.ClCCl.ClCCl.ClCCl.ClCCl.ClCCl.ClCCl.ClCCl.



(2)
A 3-piece molecular cluster, C25H59FN6O7P2 overall at a distorted geometry. Source: OMol25; level of theory: ωB97M-V/def2-TZVPD.

Last column: Mulliken charge in e.
Positions of all 100 atoms, in Å:
C (-4.605, -2.265, -0.324)  -0.960
H (2.596, 0.179, -2.372)  0.453
C (3.529, -2.017, -0.156)  1.102
H (-4.606, 1.789, -3.208)  0.430
N (-7.860, 1.325, 1.997)  -0.365
H (6.389, -2.242, -1.824)  0.412
H (5.305, -0.076, 2.719)  0.364
O (7.019, 5.671, 2.414)  -0.649
H (-1.124, 0.529, -4.941)  0.435
H (5.109, -2.361, 2.767)  0.307
H (-3.742, 1.050, -1.873)  0.314
H (2.890, -3.779, -2.055)  0.087
N (6.065, 3.612, 2.370)  -0.294
H (-3.118, 0.862, -4.595)  0.471
H (-2.271, -1.551, -3.117)  0.249
H (0.396, -1.889, -2.438)  0.326
H (-3.521, -0.434, 0.244)  0.152
C (2.253, -0.797, -2.032)  -1.826
H (5.330, 2.996, 2.076)  0.201
H (1.290, -3.215, -0.621)  0.020
C (-5.966, -1.599, -0.553)  -1.143
N (5.082, -2.000, 1.822)  -0.112
C (-3.422, 0.141, -3.839)  -0.820
H (-6.424, 0.580, -2.931)  0.359
H (5.024, -3.259, -2.191)  0.423
H (-7.433, 3.501, 3.240)  0.141
C (0.466, -0.135, -3.677)  -0.866
O (2.926, -4.772, 0.142)  -0.729
H (-6.619, -1.758, 0.307)  0.382
H (-2.858, -1.921, 3.925)  0.430
H (0.597, 0.935, -3.480)  0.357
N (-6.606, 3.024, 2.938)  -0.432
C (-5.949, -0.124, -0.965)  -0.112
H (1.254, 0.791, 0.715)  0.111
C (6.114, 4.943, 2.054)  0.530
C (3.689, -2.080, 1.396)  -1.294
O (-5.600, 1.277, 1.898)  -0.515
H (-0.212, 4.301, 1.311)  0.474
H (-5.710, 3.425, 3.140)  0.228
H (0.144, 1.512, 2.436)  0.191
H (-4.134, -2.561, -1.264)  0.293
O (3.098, 0.386, -0.111)  -0.511
H (3.263, -3.003, 1.789)  0.572
H (1.218, -0.382, -4.427)  0.296
H (-5.553, -0.930, -2.932)  0.477
H (-7.900, 0.457, 1.496)  0.215
F (2.792, 1.251, 1.947)  -0.357
H (1.800, 4.364, 0.270)  0.435
H (6.819, 3.245, 2.920)  0.158
C (2.277, 1.170, 0.659)  0.528
H (-2.625, -1.922, 0.374)  0.264
H (-6.439, -2.125, -1.387)  0.413
C (-2.104, -0.489, -3.294)  -0.011
H (-8.715, 1.766, 2.279)  0.162
H (1.612, -1.082, -0.004)  0.916
H (6.513, -5.060, -0.926)  0.078
C (-4.299, 0.832, -2.784)  -0.615
H (-1.143, 2.650, 2.772)  0.382
C (-2.649, -1.879, 2.854)  -1.370
H (-4.601, -2.424, 2.214)  0.303
H (3.103, -1.262, 1.834)  0.174
C (-3.918, -1.591, 2.048)  -0.107
C (5.528, -2.734, -1.371)  -0.602
H (2.835, -1.529, -2.592)  0.518
H (4.314, 4.810, 0.988)  0.246
C (0.754, -0.860, -2.366)  0.225
H (5.067, 6.365, 1.039)  0.172
O (-0.472, 2.635, 0.152)  -0.355
H (-5.339, 0.503, -0.325)  0.119
H (2.284, 3.660, 1.788)  0.366
N (7.772, -3.298, 0.254)  -0.803
C (5.638, -0.647, 1.846)  -0.904
H (-0.904, -1.198, -4.906)  0.266
H (-1.911, -0.043, -2.316)  -0.022
O (4.732, -1.701, -0.822)  -0.356
H (-3.989, -0.650, -4.326)  0.319
H (5.426, -0.116, 0.926)  0.171
H (0.217, -0.349, -1.565)  0.161
H (-6.974, 0.238, -0.848)  0.298
H (0.552, 2.965, 3.298)  0.361
O (2.272, 2.433, 0.090)  -0.391
H (-2.236, -2.852, 2.585)  0.381
H (6.724, -0.732, 1.924)  0.367
H (-0.524, 3.239, -0.595)  0.262
C (1.708, 3.464, 0.881)  -0.504
C (-0.938, -0.308, -4.271)  -0.855
N (5.064, 5.397, 1.298)  -0.324
H (-4.790, -3.195, 0.220)  0.513
H (-4.352, -0.665, 2.413)  -0.018
C (2.552, -0.863, -0.513)  -0.910
C (-5.596, 0.052, -2.459)  -1.019
H (5.513, -4.116, 0.902)  0.051
C (0.215, 3.297, 1.215)  -0.097
H (7.816, -3.161, 1.255)  0.245
C (-0.092, 2.575, 2.512)  -1.302
C (-3.611, -1.478, 0.539)  0.051
H (-1.893, -1.107, 2.705)  0.173
P (2.651, -3.572, -0.685)  0.637
C (-6.621, 1.838, 2.255)  0.564
P (6.370, -3.877, -0.173)  0.474

Atoms 1-2, force components in eV/Å:
0.042 0.242 0.352
0.237 0.013 0.039

The total charge is 0. For the HOMO energy, the calculation gives -8.1 eV. As for the total energy: -71449.494 eV. The SMILES is CCCCCCCCCCCCCC[C@H](O[C@@H](F)OC[C@H](C)O)[C@](CNC)(OC[PH2]=N)[PH2]=O.NC(N)=O.NC(N)=O.



(3)
C43H50N5OP2SSnTe as an isolated structure at a distorted geometry. Source: OMol25; level of theory: ωB97M-V/def2-TZVPD.

Last column: Mulliken charge in e.
Positions of all 104 atoms, in Å:
H (-3.643, -0.734, 2.083)  0.570
C (-5.090, 5.038, -1.805)  -0.297
C (-2.701, 5.747, -4.150)  -1.131
C (0.983, 4.595, 1.590)  -0.501
H (4.308, -2.461, -2.323)  0.352
H (0.611, -3.172, -1.855)  0.176
H (-2.656, 6.804, -4.371)  0.434
H (-5.999, 6.245, -3.347)  0.448
C (4.871, -1.768, -2.928)  -0.260
C (1.879, -1.268, -4.274)  -1.133
H (0.734, -3.885, 2.213)  0.443
H (-1.467, -4.553, 1.481)  0.253
Sn (0.313, -0.750, -0.062)  2.080
C (6.871, -1.173, -4.117)  -0.492
C (-1.272, -3.693, 0.833)  -0.707
H (-2.946, 6.375, 0.450)  0.494
N (-2.446, -0.491, 0.333)  -0.212
C (-0.290, -4.082, -0.264)  -0.845
H (1.579, 1.367, 2.428)  0.204
N (-0.767, -2.550, 1.606)  0.874
H (-2.324, 0.880, 3.447)  0.336
C (-2.363, 1.916, 3.755)  -0.358
C (-2.009, 5.247, -3.061)  -0.170
H (4.092, 4.793, 2.907)  0.446
H (4.265, 4.901, -1.778)  0.456
H (-0.986, -2.875, -1.742)  0.288
C (-3.905, 7.407, -1.180)  -0.655
C (6.314, 0.049, -4.459)  -0.628
C (-3.044, 3.582, 5.335)  -0.663
H (-2.856, 1.976, -3.374)  0.389
H (-0.669, -4.972, -0.777)  0.524
C (-2.069, 3.886, -2.763)  1.221
C (3.167, 4.351, 2.570)  -0.902
H (6.610, -3.003, -3.047)  0.420
O (2.109, -0.792, -1.704)  -0.588
H (0.139, 5.832, -1.268)  0.386
C (2.947, 3.222, -1.660)  -0.215
C (-2.964, -1.310, 1.444)  -1.097
H (-3.470, 8.372, -0.954)  0.395
H (2.458, 6.558, -1.509)  0.487
H (-2.206, -3.407, 0.350)  0.352
H (-3.973, 5.298, -5.810)  0.496
P (-0.836, 2.393, 1.469)  1.185
C (4.304, -0.567, -3.315)  0.457
H (2.221, -2.282, -4.091)  0.383
H (-1.306, 4.993, 2.806)  0.341
H (-2.273, -2.463, 3.102)  0.293
H (-3.545, -2.142, 1.047)  0.522
H (-3.532, 3.850, 6.258)  0.436
C (-2.447, 4.565, 4.559)  -0.854
H (4.578, 1.296, -4.348)  0.441
H (-1.349, -0.978, 2.803)  0.496
C (2.955, 2.989, 2.728)  -0.612
H (0.792, -1.042, 3.311)  0.311
C (-1.831, -1.832, 2.321)  -0.847
H (-2.485, 5.597, 4.872)  0.472
C (-4.200, 5.087, -0.748)  0.378
C (2.190, 5.143, 1.989)  -1.006
C (-1.744, 3.329, 0.199)  -0.486
Te (-3.798, 3.436, 0.582)  0.569
H (0.692, -4.318, 0.145)  0.396
H (0.222, 5.219, 1.146)  0.510
C (1.634, 2.807, -1.545)  0.837
H (-3.490, 1.498, 5.526)  0.465
C (0.762, 3.233, 1.756)  1.389
C (2.229, 5.505, -1.517)  -1.014
H (-0.275, -3.290, 3.530)  0.291
N (1.965, -1.561, 1.662)  -0.546
C (-3.446, 4.900, -4.957)  -0.603
C (6.160, -2.068, -3.332)  -0.663
C (0.223, -3.002, 2.597)  -0.941
C (1.760, 2.434, 2.310)  -0.604
N (-4.722, 7.353, -2.206)  -0.504
S (2.574, -0.142, -3.021)  0.381
H (3.715, 2.375, 3.188)  0.488
C (-3.505, 3.544, -4.673)  -0.839
H (3.735, 2.492, -1.759)  0.641
H (6.874, 0.757, -5.049)  0.422
H (2.229, -0.930, -5.243)  0.426
H (-4.076, 2.884, -5.310)  0.466
H (1.381, 1.751, -1.547)  -0.685
H (2.359, 6.201, 1.852)  0.499
P (-1.102, 3.092, -1.428)  0.381
H (0.794, -1.204, -4.226)  0.342
C (1.270, -1.936, 2.902)  -0.761
H (2.488, -2.370, 1.325)  0.301
C (-3.606, 6.291, -0.403)  -0.245
C (-2.817, 3.037, -3.584)  -0.553
H (2.664, -0.849, 1.870)  0.258
C (0.608, 3.738, -1.432)  0.566
C (-3.013, 2.259, 4.928)  -0.828
C (3.244, 4.575, -1.663)  -0.948
H (1.962, -2.330, 3.656)  0.477
H (-1.449, 5.926, -2.440)  0.322
C (-1.792, 4.226, 3.390)  -0.351
N (-0.131, -2.954, -1.192)  -0.470
H (7.859, -1.430, -4.466)  0.428
C (-5.314, 6.219, -2.510)  -0.459
H (-5.601, 4.132, -2.088)  0.453
C (0.913, 5.095, -1.401)  -0.387
C (5.025, 0.357, -4.060)  -0.387
C (-1.740, 2.892, 2.982)  0.052
H (-2.455, 0.483, 0.630)  -0.418
H (-3.102, -0.546, -0.440)  0.267

Atoms 1-2, force components in eV/Å:
0.049 -0.143 -0.043
-0.129 -0.142 0.015

The total charge is +3. For the HOMO energy, the calculation gives -15.4 eV. As for the total energy: -97413.408 eV.



Q: Among the records above, which one has the lowest total energy?
A: C25H32Cl14O7P2S2



Q: Which of these has the highest total energy?
A: C25H59FN6O7P2



Q: What is the total charge in the second record?
A: 0